Model one:
C5H9N3O2S | ωB97M-V/def2-TZVPD

Summary:
SMILES = CN(n1ccnc1)S(C)(=O)=O
highest occupied orbital energy = -9.65 eV
LUMO level = 0.62 eV

Structure (ORCA input):
```
! RIJCOSX wB97M-V def2-TZVPD def2/J DEFGRID3
* xyz 0 1
C -2.8523 0.4163 0.2998
C -1.7632 -0.0494 0.8847
C -1.3706 0.0357 -1.2947
C 0.9899 -1.9586 -0.2425
C 1.1006 1.7613 0.7734
N -2.5636 0.4747 -1.1019
N -0.8427 -0.2581 -0.1033
N 0.6359 -0.6594 0.3154
O 1.6355 0.4663 -1.6814
O 3.0611 0.0357 0.2511
S 1.7799 0.4196 -0.2383
H -3.7432 0.6955 0.8737
H -1.6725 -0.5811 1.8483
H -0.6821 -0.1505 -2.1205
H 1.2132 -1.7528 -1.2863
H 1.8720 -2.1985 0.1436
H 0.1727 -2.6295 -0.0811
H 1.8126 2.4705 0.9850
H 0.2310 2.1308 0.1101
H 0.9858 1.3314 1.6652
*
```

Model two:
C5H9N3O2S | ωB97M-V/def2-TZVPD

Summary:
highest occupied orbital energy = -7.90 eV
LUMO level = 0.63 eV

Structure (ORCA input):
```
! RIJCOSX wB97M-V def2-TZVPD def2/J DEFGRID3
* xyz 0 1
C -0.2747 -1.9795 -0.1330
C -0.9982 -0.8363 -0.3579
C 0.4877 0.2790 -0.8278
C 2.8297 -0.4496 -0.6844
C -3.1057 -0.0278 1.3768
N 1.0445 -1.7908 -0.1543
N 1.4320 -0.5554 -0.4623
N 0.5540 1.5828 -1.1390
O -2.3021 1.2113 -0.9006
O -3.4944 -0.9719 -1.0959
S -2.5592 -0.1130 -0.3556
H -0.6194 -2.9025 0.2521
H 3.2075 -1.4328 -0.3974
H 3.1759 -0.2394 -1.5681
H 3.2221 0.2628 -0.0435
H -3.6859 0.8241 1.3945
H -3.5963 -0.9240 1.7306
H -2.1366 0.2200 1.8995
H -0.3302 1.9959 -1.3549
H 1.2059 1.9314 -1.8612
*
```

Most stable of them? model one.

Model one:
C6H9N3O2 | ωB97M-V/def2-TZVPD

Summary:
highest occupied orbital energy = -8.37 eV
LUMO level = 0.59 eV

Structure (ORCA input):
```
! RIJCOSX wB97M-V def2-TZVPD def2/J DEFGRID3
* xyz 0 1
C -1.6846 -0.4931 0.4644
C -1.8744 0.6957 -0.4881
C -0.3141 -0.3678 1.4158
C 0.8605 -0.1640 0.5516
C 1.7176 0.8938 0.5028
C 2.2405 -0.5617 -1.0835
H -1.8372 -1.4326 -1.5480
H -0.5550 -2.4966 0.0479
H -2.4504 -0.5086 1.2673
H -0.4638 0.7503 1.8628
H -0.3355 -1.2018 2.1776
H 1.6203 1.7783 1.1769
H 2.7448 -0.9081 -2.0169
H 3.3756 1.2149 -0.8651
H -1.4023 2.5436 -0.5852
N -1.7578 -1.7754 -0.2620
N 1.2123 -1.0315 -0.5195
N 2.6005 0.6433 -0.5872
O -2.3726 0.5346 -1.5701
O -1.3244 1.8867 0.0584
*
```

Model two:
C6H9N3O2 | ωB97M-V/def2-TZVPD

Summary:
highest occupied orbital energy = -7.10 eV
LUMO level = 0.64 eV

Structure (ORCA input):
```
! RIJCOSX wB97M-V def2-TZVPD def2/J DEFGRID3
* xyz 0 1
C 0.7968 1.5927 -0.6058
C 1.0199 0.7106 0.3882
C -0.8671 0.0804 -0.7192
C -2.8308 0.5777 0.5512
C 2.1980 0.4298 1.3348
C -2.1517 -0.4570 -0.9559
N -0.4061 1.2662 -1.2105
N 0.0773 -0.2487 0.2003
N -2.4767 -1.8230 -0.5178
O -2.8486 -0.2464 1.3858
O -3.0707 1.7014 0.1958
H 1.2437 2.6275 -0.7900
H 2.4785 -0.5441 0.9513
H 2.7717 1.3475 1.2616
H 1.6951 0.2651 2.3286
H -2.7557 -0.1225 -1.7972
H -0.7828 1.7530 -1.9262
H -0.2761 -0.8669 0.8833
H -2.3098 -1.7992 0.4514
H -3.3770 -2.1190 -0.7416
*
```

Most stable of them? model two.

Model one:
CH2O3S | ωB97M-V/def2-TZVPD

Summary:
highest occupied orbital energy = -9.01 eV
LUMO level = 0.43 eV

Structure (ORCA input):
```
! RIJCOSX wB97M-V def2-TZVPD def2/J DEFGRID3
* xyz 0 1
C -0.0942 0.0173 0.7616
O 0.4745 -1.2219 -1.5305
O -0.2111 0.9149 -0.2695
O 0.0725 0.5255 1.9459
S -0.2667 0.1776 -1.8308
H -0.2120 -1.9598 -1.2559
H 0.2371 1.5465 2.1791
*
```

Model two:
CH2O3S | ωB97M-V/def2-TZVPD

Summary:
highest occupied orbital energy = -10.15 eV
LUMO level = 0.28 eV

Structure (ORCA input):
```
! RIJCOSX wB97M-V def2-TZVPD def2/J DEFGRID3
* xyz 0 1
C -0.0711 -0.2811 0.0293
O 1.1403 1.5414 1.5385
O -0.5701 1.1995 -0.4241
O -0.0959 -1.1239 -1.0691
S 0.9995 1.0983 0.1473
H -0.7272 -0.4892 0.8351
H -0.6756 -1.9448 -1.0568
*
```

Model three:
CH2O3S | ωB97M-V/def2-TZVPD

Summary:
highest occupied orbital energy = -10.05 eV
LUMO level = -0.47 eV

Structure (ORCA input):
```
! RIJCOSX wB97M-V def2-TZVPD def2/J DEFGRID3
* xyz 0 1
C 0.3864 0.5026 0.4331
O -0.0526 3.0009 1.1491
O 1.4950 1.1952 0.0038
O 0.4527 -0.7684 0.8362
S 0.8125 1.9098 1.3969
H -1.2630 0.6350 -0.4406
H 0.3647 -1.3330 -0.0476
*
```

Most stable of them? model two.

Model one:
C3H8Se | ωB97M-V/def2-TZVPD

Summary:
SMILES = CC(C)[SeH]
highest occupied orbital energy = -8.54 eV
LUMO level = 0.97 eV

Structure (ORCA input):
```
! RIJCOSX wB97M-V def2-TZVPD def2/J DEFGRID3
* xyz 0 1
C -0.4437 -1.3269 -0.2665
C -0.5072 1.1758 0.3020
C 0.2276 0.0825 -0.4729
Se 2.1670 -0.2748 -0.1884
H -0.0480 -1.9796 -0.9767
H -1.5304 -1.0081 -0.3300
H -0.3366 -1.6490 0.6796
H -0.7694 0.7540 1.1702
H 0.1438 2.0551 0.6057
H -1.2831 1.6191 -0.2475
H 0.2617 0.4204 -1.4822
H 2.1182 0.1316 1.2066
*
```

Model two:
C3H8Se | ωB97M-V/def2-TZVPD

Summary:
SMILES = [SeH2].C=CC
highest occupied orbital energy = -9.39 eV
LUMO level = 0.64 eV

Structure (ORCA input):
```
! RIJCOSX wB97M-V def2-TZVPD def2/J DEFGRID3
* xyz 0 1
C -1.7549 1.2311 -1.1865
C -0.3759 -0.4408 -0.1899
C -1.5375 0.3910 -0.1793
Se 3.6018 -0.0303 0.4054
H 4.7915 0.9477 0.0529
H -2.6656 1.9059 -1.1142
H -1.0014 1.3384 -1.9258
H 0.6803 -0.0079 -0.2066
H -0.3572 -1.2703 0.6050
H -0.4351 -0.9990 -1.2256
H -2.3214 0.1957 0.6544
H 2.5416 0.9825 -0.0769
*
```

Most stable of them? model one.

Model one:
H14O6S2 | ωB97M-V/def2-TZVPD

Summary:
highest occupied orbital energy = -9.52 eV
LUMO level = -6.72 eV

Structure (ORCA input):
```
! RIJCOSX wB97M-V def2-TZVPD def2/J DEFGRID3
* xyz 0 1
S -2.4940 0.7348 0.6352
S 2.4275 1.1312 0.9577
H -3.7187 1.2019 0.7811
H 3.7028 0.5754 0.9193
H 2.1729 0.7349 -1.5123
H 1.3454 1.0941 -2.7634
O 1.9508 0.4337 -2.4154
H 0.9663 -1.9714 -0.5599
H 1.1423 -1.1951 -1.8924
O 0.8661 -2.0597 -1.5168
H -1.3166 -1.1521 2.8377
H -1.6512 -0.9949 1.3828
O -1.2159 -1.6292 2.0063
H -2.9971 -0.4906 -1.5768
H -1.8101 -1.1751 -2.2717
O -2.7085 -0.8517 -2.4201
H 0.3985 -1.9776 1.4589
H 1.7650 -1.1550 1.4084
O 1.3718 -2.0214 1.3605
H -0.1806 3.8726 0.4291
H -1.1763 2.6614 0.2000
O -0.3986 3.1283 -0.1379
*
```

Model two:
H14O6S2 | ωB97M-V/def2-TZVPD

Summary:
SMILES = SS.O.O.O.O.O.O
highest occupied orbital energy = -9.10 eV
LUMO level = 0.22 eV

Structure (ORCA input):
```
! RIJCOSX wB97M-V def2-TZVPD def2/J DEFGRID3
* xyz 0 1
S -2.6978 2.1290 -1.4458
S -1.8136 3.8346 -2.1853
H -3.6987 2.7471 -0.7403
H -1.8296 4.4989 -1.0269
H 1.6304 0.0046 -0.9777
H 2.2924 -0.5729 0.2754
O 2.3854 -0.5249 -0.6819
H -0.1123 -2.5631 -1.6529
H 1.1768 -1.9037 -1.0138
O 0.5888 -2.6903 -1.0042
H -0.5516 0.8102 1.3416
H -0.7968 -0.6406 1.0466
O -0.8804 0.2334 0.6471
H 0.4358 -2.8535 2.3167
H 0.3743 -2.5967 0.8789
O 0.0205 -2.2259 1.7107
H 0.6227 -0.8683 2.0861
H 1.6643 -0.4593 3.2337
O 1.4684 -0.4701 2.3006
H -0.1853 1.9194 -2.2607
H -0.3696 0.9549 -1.0908
O 0.2760 1.2371 -1.7573
*
```

Most stable of them? model two.

Model one:
ClH8NaO4 | ωB97M-V/def2-TZVPD

Summary:
highest occupied orbital energy = -10.14 eV
LUMO level = -1.84 eV

Structure (ORCA input):
```
! RIJCOSX wB97M-V def2-TZVPD def2/J DEFGRID3
* xyz 0 1
Na -2.3242 -1.6381 1.0172
Cl -0.4841 -0.6496 -0.8342
O 0.6649 2.3870 -1.5902
H -0.1644 2.8742 -1.6421
H 0.3926 1.4503 -1.5056
O -0.3942 1.7996 1.9621
H -0.6461 1.1055 1.3358
H -0.9221 2.5702 1.7215
O -0.3981 -3.8587 -1.0181
H -0.2133 -2.8934 -1.0891
H -1.2068 -3.9886 -1.5276
O 2.2777 0.1670 1.0248
H 1.5046 -0.1767 0.5436
H 1.9134 0.8512 1.6021
*
```

Model two:
ClH8NaO4 | ωB97M-V/def2-TZVPD

Summary:
highest occupied orbital energy = -7.57 eV
LUMO level = -3.01 eV

Structure (ORCA input):
```
! RIJCOSX wB97M-V def2-TZVPD def2/J DEFGRID3
* xyz 0 1
Na 0.5616 -4.1272 3.7478
Cl -0.1678 -0.0524 2.0208
O 5.0298 -0.2271 1.0527
H 5.2520 0.4571 1.6842
H 4.0854 -0.3477 1.1518
O 0.5707 2.9852 -1.6805
H 1.3192 3.5568 -1.5094
H 0.6052 2.3295 -0.9840
O -1.2493 -2.3330 -2.1787
H -0.8307 -1.6910 -1.6053
H -1.5889 -3.0012 -1.5833
O -4.7287 1.1260 0.0923
H -4.9865 0.5098 -0.5933
H -3.8719 0.8151 0.3846
*
```

Most stable of them? model one.